No. 1
# H30O15

A 15-piece molecular cluster, H30O15 overall (ωB97M-V/def2-TZVPD, OMol25).

```
45
Properties=species:S:1:pos:R:3
O 1.00 -3.66 0.65
H 0.61 -4.21 1.37
H 1.57 -4.37 0.28
O 1.89 3.33 -0.56
H 1.12 3.73 -0.46
H 2.01 2.38 -0.13
O 2.17 -2.33 -2.25
H 2.59 -1.54 -1.67
H 1.38 -2.24 -1.96
O 2.17 1.21 3.97
H 1.62 0.37 3.91
H 1.64 1.84 4.10
O -3.57 1.53 -2.03
H -4.31 1.02 -2.36
H -3.83 2.08 -1.16
O -0.82 1.71 -1.52
H -0.89 0.70 -1.24
H -1.75 1.84 -1.90
O 0.02 -0.32 2.82
H -0.63 0.26 2.43
H 0.43 -0.64 2.07
O 4.00 -0.32 -1.35
H 4.80 -0.57 -1.64
H 3.40 0.04 -1.91
O -1.46 2.06 0.85
H -1.44 2.39 -0.21
H -0.59 1.88 0.92
O 2.07 1.04 -2.55
H 1.56 1.02 -1.77
H 1.52 1.31 -3.25
O 1.40 1.16 1.24
H 1.76 1.67 1.97
H 2.23 0.73 1.04
O -2.09 -1.87 1.40
H -1.44 -1.89 1.95
H -2.90 -2.25 1.38
O -0.10 -1.01 0.04
H -0.01 -1.77 -0.61
H -1.16 -1.28 0.12
O -1.36 -2.60 -1.35
H -1.81 -2.32 -2.09
H -1.19 -3.54 -1.46
O -4.14 1.35 0.85
H -3.29 1.57 1.33
H -4.18 0.50 0.76
```

Values from the calculation:
E_HOMO: -10.39 eV
ΔE to the lowest compared entry with this formula, charge and spin: 6.919 eV
molecular weight: 270.23 Da
HOMO-LUMO gap: 10.129 eV
E_LUMO: -0.266 eV

Atom charges from the Mulliken analysis, given in e for atoms 1 to 6: -0.515 0.267 0.288 -0.605 0.260 0.348

No. 2
# CH13O5S

A 6-piece molecular cluster, CH13O5S overall (ωB97M-V/def2-TZVPD, OMol25).

```
20
Properties=species:S:1:pos:R:3
C -0.76 -0.64 2.31
S 0.96 -0.74 1.67
H -0.73 -0.71 3.40
H -1.20 0.31 2.02
H -1.47 -1.39 1.98
H 1.64 -1.90 -1.85
H 1.33 -2.88 -0.73
O 0.93 -2.44 -1.48
H -0.82 -1.53 -0.47
H -1.73 -0.44 -1.04
O -1.73 -1.19 -0.43
H 0.64 2.62 1.42
H 0.15 1.30 0.95
O 0.01 2.26 0.78
H -1.21 2.50 -1.41
H -0.05 1.54 -1.61
O -0.74 2.02 -2.09
H 1.49 0.11 -1.88
H 1.53 0.46 -0.31
O 1.74 0.75 -1.23
```

Values from the calculation:
total charge: -1
E_HOMO: -3.41 eV
ΔE to the lowest compared entry with this formula, charge and spin: 0.958 eV
molecular weight: 137.18 Da
HOMO-LUMO gap: 6.791 eV
E_LUMO: 3.386 eV

Atom charges from the Mulliken analysis, given in e for atoms 1 to 6: -0.707 -0.644 0.274 0.196 0.218 0.277

No. 3
# C57H52Cl5GeN5ORuS4Se

C57H52Cl5GeN5ORuS4Se as an isolated structure (ωB97M-V/def2-TZVPD, OMol25).

```
127
Properties=species:S:1:pos:R:3
Ru -1.22 -0.88 0.85
N 0.60 -1.28 -0.02
S 1.48 -0.61 -0.98
N 0.93 -0.13 -2.47
S 0.56 1.26 -3.03
N -0.45 2.22 -2.37
S -1.75 1.62 -1.52
N -1.50 0.59 -0.56
C -2.94 1.26 -2.81
C -2.90 -0.03 -3.33
C -3.75 -0.36 -4.37
C -4.66 0.58 -4.85
C -4.71 1.85 -4.30
C -3.84 2.20 -3.27
C -2.32 3.15 -0.83
C -3.08 3.00 0.32
C -3.58 4.13 0.95
C -3.31 5.38 0.43
C -2.54 5.53 -0.71
C -2.03 4.40 -1.36
C 0.06 0.87 -4.69
C -0.55 1.89 -5.41
C -1.00 1.63 -6.69
C -0.83 0.36 -7.23
C -0.21 -0.64 -6.51
C 0.24 -0.39 -5.22
C 1.99 2.29 -3.22
C 2.94 1.90 -4.15
C 4.11 2.64 -4.25
C 4.30 3.75 -3.43
C 3.33 4.12 -2.52
C 2.16 3.40 -2.40
C 2.37 0.81 -0.35
C 3.76 0.90 -0.39
C 4.37 2.01 0.18
C 3.60 3.00 0.78
C 2.22 2.89 0.82
C 1.60 1.79 0.25
C 2.72 -1.75 -1.54
C 3.52 -1.49 -2.64
C 4.46 -2.42 -3.03
C 4.59 -3.61 -2.32
C 3.78 -3.86 -1.22
C 2.84 -2.93 -0.82
H -2.21 -0.76 -2.92
H -3.73 -1.36 -4.79
H -5.35 0.31 -5.64
H -5.43 2.57 -4.66
H -3.88 3.19 -2.84
H -3.25 2.01 0.73
H -4.18 4.02 1.84
H -3.70 6.27 0.92
H -2.32 6.51 -1.11
H -1.43 4.50 -2.25
H -0.70 2.87 -4.96
H -1.49 2.40 -7.26
H -1.18 0.15 -8.24
H -0.08 -1.63 -6.93
H 0.71 -1.17 -4.62
H 2.77 1.04 -4.79
H 4.86 2.36 -4.98
H 5.21 4.32 -3.52
H 3.48 4.99 -1.89
H 1.39 3.67 -1.69
H 4.36 0.12 -0.82
H 5.45 2.09 0.17
H 4.09 3.86 1.23
H 1.62 3.65 1.30
H 0.52 1.69 0.28
H 3.40 -0.56 -3.19
H 5.10 -2.23 -3.88
H 5.33 -4.34 -2.62
H 3.89 -4.79 -0.67
H 2.19 -3.09 0.03
Cl -7.25 -1.66 -2.89
C -6.07 -1.40 -1.67
C -4.86 -2.08 -1.69
Cl -4.55 -3.27 -2.91
C -3.90 -1.82 -0.73
Cl -2.34 -2.59 -0.82
C -4.10 -0.94 0.34
O -3.23 -0.73 1.27
C -5.35 -0.28 0.36
Cl -5.64 0.81 1.66
C -6.30 -0.49 -0.63
Cl -7.78 0.38 -0.59
C -0.31 -4.22 1.14
C -0.94 -3.60 2.35
C -1.31 -4.45 3.42
C -1.80 -3.93 4.58
C -1.87 -2.53 4.73
C -2.27 -1.90 5.93
C -2.26 -0.54 6.03
C -1.82 0.25 4.95
C -1.43 -0.33 3.77
S -0.84 0.61 2.41
C -1.48 -1.74 3.63
N -1.10 -2.29 2.43
H 0.60 -4.74 1.47
H -0.04 -3.48 0.40
H -0.97 -4.97 0.70
H -1.20 -5.52 3.29
H -2.11 -4.57 5.39
H -2.59 -2.52 6.76
H -2.57 -0.05 6.94
H -1.78 1.33 5.04
C 4.01 -1.19 7.34
Ge 2.66 -1.01 5.93
C 1.53 0.55 6.27
C 1.57 -2.63 5.85
C 3.57 -0.67 4.22
Se 2.64 -1.31 2.62
C 3.32 -3.13 2.75
H 3.53 -1.30 8.31
H 4.65 -0.32 7.37
H 4.63 -2.07 7.16
H 0.77 0.33 7.02
H 1.03 0.85 5.35
H 2.14 1.38 6.62
H 0.82 -2.62 6.64
H 2.18 -3.53 5.97
H 1.05 -2.69 4.89
H 4.59 -1.07 4.20
H 3.66 0.41 4.09
H 2.96 -3.61 3.66
H 4.41 -3.12 2.75
H 2.98 -3.69 1.88
```

Values from the calculation:
total charge: +1
E_HOMO (spin up / spin down): -9.21 / -9.30 eV
multiplicity: 2
ΔE to the lowest compared entry with this formula, charge and spin: 0.000 eV
molecular weight: 1381.25 Da
HOMO-LUMO gap (spin up / spin down): 6.968 / 6.627 eV
E_LUMO (spin up / spin down): -2.245 / -2.669 eV

Atom charges from the Mulliken analysis, given in e for atoms 1 to 6: 0.665 0.123 1.399 -0.068 1.058 -0.116

No. 4
# C29H26F18N2O5V

C29H26F18N2O5V as an isolated structure (ωB97M-V/def2-TZVPD, OMol25).

```
81
Properties=species:S:1:pos:R:3
C 4.53 1.73 2.27
C 4.71 1.44 0.81
C 3.33 1.34 -0.13
N 2.91 2.69 -0.69
C 1.68 2.47 -1.51
C 1.01 3.85 -2.19
C 1.74 5.31 -1.84
C 0.80 6.60 -2.34
F 1.87 5.50 -0.35
C -0.34 3.81 -3.15
C -1.09 2.36 -3.50
C -2.41 2.37 -4.49
C -3.84 2.16 -3.67
C -3.87 2.97 -2.22
C -3.62 1.92 -0.98
C -3.31 2.81 0.38
O -3.30 1.83 1.51
C -3.20 2.70 2.71
C -0.42 1.02 -2.81
C -1.18 -0.42 -3.11
C -0.20 -1.57 -3.76
O -0.32 -2.77 -2.91
C -1.02 -3.87 -3.60
O -2.23 -3.73 -4.13
C 0.92 1.07 -1.82
N 1.39 -0.22 -1.25
C 2.59 -0.10 -0.37
C 3.22 -1.43 0.39
F 3.43 -1.23 1.86
F 4.62 -1.56 -0.16
C 2.50 -2.85 0.03
F 2.26 -3.08 -1.44
F 3.52 -3.92 0.36
C 1.10 -3.20 0.77
F 0.64 -4.50 0.15
F -0.03 -2.25 0.45
C 1.10 -3.32 2.40
F 0.78 -1.93 2.91
F 2.37 -3.70 3.04
C -0.11 -4.26 3.03
F -1.39 -4.16 2.23
F -0.46 -3.59 4.34
C 0.26 -5.84 3.18
F 1.34 -6.34 2.31
F -0.98 -6.59 2.74
C 0.56 -6.37 4.70
F 0.73 -7.87 4.58
F -0.61 -6.21 5.64
C 1.94 -5.83 5.38
F 3.18 -6.07 4.58
F 1.91 -4.42 5.85
F 2.13 -6.66 6.63
H 4.05 2.75 2.60
H 4.80 0.93 3.11
H 5.79 1.27 0.33
H 2.83 5.38 -2.27
H 1.30 7.56 -1.86
H -0.25 6.48 -1.78
H 0.68 6.66 -3.50
H -0.85 4.76 -3.64
H -2.43 3.41 -5.06
H -2.26 1.53 -5.32
H -4.67 2.66 -4.35
H -4.13 1.03 -3.55
H -4.92 3.51 -2.09
H -3.07 3.85 -2.23
H -4.57 1.25 -0.84
H -2.69 1.21 -1.16
H -4.16 3.62 0.49
H -2.23 3.29 0.35
H -2.28 2.38 3.36
H -3.00 3.82 2.35
H -4.22 2.74 3.32
H -1.56 -0.82 -2.07
H -2.11 -0.33 -3.82
H -0.57 -1.83 -4.85
H 0.91 -1.15 -3.84
H -0.48 -4.92 -3.61
O -1.40 0.80 4.33
V -0.33 0.95 5.72
O 0.73 1.11 7.11
```

Values from the calculation:
total charge: +1
E_HOMO: -10.81 eV
molecular weight: 875.44 Da
HOMO-LUMO gap: 1.888 eV
E_LUMO: -8.919 eV

Atom charges from the Mulliken analysis, given in e for atoms 1 to 6: -0.536 -0.302 -0.219 -0.461 0.269 0.381

No. 5
# C16H19IrN2SSeTe

C16H19IrN2SSeTe as an isolated structure (ωB97M-V/def2-TZVPD, OMol25).

```
41
Properties=species:S:1:pos:R:3
Ir -0.88 -1.93 0.07
C -0.71 -5.51 -1.28
Te -2.20 -3.96 -1.29
C -3.28 -4.74 0.39
H -1.18 -6.44 -1.59
H -0.29 -5.61 -0.29
H 0.05 -5.23 -1.99
H -2.57 -4.96 1.18
H -3.83 -5.63 0.10
H -3.97 -3.97 0.72
S -0.45 -2.91 2.12
C 2.08 1.44 -2.20
N 2.19 1.11 -0.81
C 1.90 -0.06 -0.23
Se 1.49 -1.65 -1.09
N 2.05 0.06 1.10
C 2.44 1.34 1.41
C 2.74 1.98 2.60
C 3.11 3.31 2.52
C 3.18 3.98 1.30
C 2.89 3.35 0.10
C 2.52 2.02 0.17
H 1.96 0.53 -2.79
H 2.97 1.97 -2.54
H 1.20 2.07 -2.36
H 1.86 -0.68 1.77
H 2.70 1.47 3.55
H 3.35 3.85 3.43
H 3.46 5.02 1.29
H 2.96 3.87 -0.84
C -3.01 2.47 -0.67
C -1.99 2.40 0.27
C -1.40 1.18 0.56
C -1.80 0.02 -0.09
C -2.85 0.10 -1.01
C -3.46 1.32 -1.29
H -3.45 3.42 -0.90
H -1.66 3.29 0.78
H -0.62 1.15 1.32
H -3.22 -0.79 -1.51
H -4.27 1.35 -1.99
```

Values from the calculation:
total charge: +1
E_HOMO (spin up / spin down): -10.50 / -11.37 eV
multiplicity: 6
ΔE to the lowest compared entry with this formula, charge and spin: 0.000 eV
molecular weight: 670.19 Da
HOMO-LUMO gap (spin up / spin down): 7.956 / 5.676 eV
E_LUMO (spin up / spin down): -2.545 / -5.693 eV

Atom charges from the Mulliken analysis, given in e for atoms 1 to 6: 0.803 -0.959 0.252 -0.968 0.366 0.301

No. 6
# C4H11NOS

One molecule with the formula C4H11NOS (ωB97M-V/def2-TZVPD, OMol25).

```
18
Properties=species:S:1:pos:R:3
O -0.87 -1.42 2.76
C 0.08 -1.49 1.68
N -0.02 -0.34 0.74
C 0.46 -0.59 -0.62
C -0.13 0.34 -1.67
C 0.36 1.76 -1.31
S -0.97 2.73 -0.55
H -1.13 -2.31 3.13
H 1.10 -1.45 2.12
H -0.11 -2.45 1.18
H -1.05 -0.15 0.76
H 1.48 -0.33 -0.55
H 0.34 -1.67 -0.97
H -1.18 0.18 -1.45
H -0.01 0.04 -2.73
H 0.65 2.37 -2.18
H 1.27 1.59 -0.76
H -0.28 3.20 0.41
```

Values from the calculation:
SMILES: OCNCCCS
E_HOMO: -8.73 eV
ΔE to the lowest compared entry with this formula, charge and spin: 2.177 eV
molecular weight: 121.20 Da
HOMO-LUMO gap: 9.613 eV
E_LUMO: 0.886 eV

Atom charges from the Mulliken analysis, given in e for atoms 1 to 6: -0.543 -0.331 -0.145 -0.873 -0.671 -0.588

No. 7
# C8H9O5PS

An isolated ion of composition C8H9O5PS and charge -2 (ωB97M-V/def2-TZVPD, OMol25).

```
24
Properties=species:S:1:pos:R:3
C -1.51 2.13 -0.19
C -0.42 1.12 -0.56
C -0.59 -0.32 -0.22
C -1.82 -0.84 0.13
C -1.93 -2.25 0.16
C -0.86 -3.02 0.10
C 0.41 -2.45 -0.24
C 0.54 -1.08 -0.23
S 2.36 -0.02 -0.33
O 3.52 -0.80 0.16
O 2.45 0.16 -1.78
P 2.11 1.76 1.21
O 3.48 1.57 1.77
O 1.85 2.78 0.15
O 0.96 1.33 2.09
H -2.57 1.84 -0.49
H -1.31 3.03 -0.75
H -1.36 2.42 0.76
H 0.52 1.59 -0.31
H -0.42 1.24 -1.69
H -2.72 -0.21 -0.02
H -2.98 -2.72 0.46
H -0.95 -4.08 0.05
H 1.21 -3.18 -0.21
```

Values from the calculation:
SMILES: CCc1ccccc1S(=O)(=O)P(=O)([O-])[O-]
total charge: -2
E_HOMO: -1.09 eV
ΔE to the lowest compared entry with this formula, charge and spin: 0.000 eV
molecular weight: 248.20 Da
HOMO-LUMO gap: 6.716 eV
E_LUMO: 5.628 eV

Atom charges from the Mulliken analysis, given in e for atoms 1 to 6: -1.752 0.410 1.070 -0.521 -0.241 -0.568

No. 8
# H14Na4O19S3

H14Na4O19S3 as an isolated structure (ωB97M-V/def2-TZVPD, OMol25).

```
40
Properties=species:S:1:pos:R:3
Na 0.11 -2.19 1.10
Na -2.22 -0.52 1.35
Na -0.84 -0.77 -1.26
Na 2.56 -1.66 0.60
S -3.22 -0.94 -1.32
O -4.44 -0.22 -0.97
O -2.70 -0.37 -2.56
O -2.27 -0.71 -0.19
O -3.36 -2.39 -1.43
S 0.97 -2.91 -1.36
O 0.03 -2.05 -0.69
O 1.38 -2.38 -2.65
O 2.14 -3.17 -0.55
O 0.28 -4.20 -1.51
S 0.41 0.27 0.40
O -0.63 -0.72 0.63
O 1.66 -0.42 0.04
O -0.08 1.05 -0.72
O 0.62 1.10 1.59
O 1.02 2.55 2.66
H 1.45 3.29 2.23
H 0.88 1.91 1.96
O -1.34 2.02 0.69
H -0.90 1.56 -0.02
H -0.89 1.73 1.48
O 1.79 -0.19 -1.93
H 1.60 -1.12 -2.04
H 1.72 -0.04 -0.99
O 1.00 2.80 -0.83
H 1.76 2.40 -1.25
H 0.46 2.05 -0.56
O -1.17 0.77 2.39
H -1.19 -0.05 2.89
H -0.27 0.83 2.07
O -0.94 0.84 -2.37
H -0.54 1.09 -1.53
H -0.22 0.91 -3.00
O 1.63 -0.36 2.71
H 1.28 0.19 2.01
H 2.48 0.02 2.91
```

Values from the calculation:
total charge: -2
E_HOMO: -1.14 eV
molecular weight: 506.25 Da
HOMO-LUMO gap: 3.908 eV
E_LUMO: 2.773 eV

Atom charges from the Mulliken analysis, given in e for atoms 1 to 6: 0.878 1.265 0.292 1.093 1.389 -0.860

No. 9
# C45H37Cl5N3O5P2PbS2

C45H37Cl5N3O5P2PbS2 as an isolated structure (ωB97M-V/def2-TZVPD, OMol25).

```
100
Properties=species:S:1:pos:R:3
Pb -1.15 0.88 1.28
C -0.80 -1.09 -3.69
N -0.23 -2.43 -3.61
C 1.11 -2.64 -3.10
P 1.41 -2.06 -1.34
C 3.17 -2.59 -1.29
C 4.09 -1.57 -1.02
C 5.45 -1.84 -0.97
C 5.91 -3.13 -1.19
C 5.01 -4.14 -1.48
C 3.65 -3.87 -1.54
C 0.50 -3.44 -0.51
C 1.11 -4.36 0.34
C 0.37 -5.38 0.91
C -0.98 -5.52 0.64
C -1.60 -4.59 -0.18
C -0.88 -3.54 -0.73
C -0.72 -3.38 -4.52
C -1.36 -3.00 -5.71
C -1.86 -3.95 -6.58
C -1.75 -5.30 -6.30
C -1.13 -5.69 -5.12
C -0.63 -4.75 -4.24
P -0.86 0.02 -2.15
C -2.34 0.94 -2.75
C -2.32 2.15 -3.44
C -3.51 2.79 -3.76
C -4.73 2.24 -3.39
C -4.76 1.02 -2.73
C -3.57 0.38 -2.40
C 0.46 1.23 -2.51
C 0.37 2.49 -1.91
C 1.34 3.46 -2.13
C 2.41 3.19 -2.97
C 2.52 1.94 -3.57
C 1.56 0.97 -3.33
H -1.85 -1.21 -3.92
H -0.34 -0.49 -4.50
H 1.86 -2.15 -3.74
H 1.32 -3.70 -3.12
H 3.72 -0.56 -0.84
H 6.15 -1.04 -0.74
H 6.97 -3.34 -1.14
H 5.36 -5.15 -1.66
H 2.95 -4.67 -1.76
H 2.17 -4.27 0.56
H 0.86 -6.08 1.58
H -1.54 -6.33 1.07
H -2.66 -4.68 -0.40
H -1.38 -2.80 -1.33
H -1.45 -1.95 -5.96
H -2.33 -3.62 -7.50
H -2.14 -6.04 -6.99
H -1.05 -6.74 -4.87
H -0.18 -5.07 -3.31
H -1.38 2.60 -3.72
H -3.48 3.74 -4.29
H -5.65 2.75 -3.63
H -5.70 0.60 -2.41
H -3.60 -0.56 -1.87
H -0.48 2.72 -1.27
H 1.25 4.42 -1.65
H 3.17 3.94 -3.15
H 3.36 1.72 -4.22
H 1.66 0.01 -3.81
Cl 3.41 -2.70 6.45
C 2.40 -1.58 5.59
C 2.29 -1.65 4.20
Cl 3.27 -2.77 3.33
C 1.43 -0.81 3.52
Cl 1.31 -0.87 1.80
C 0.60 0.14 4.18
O -0.26 0.87 3.61
C 0.84 0.26 5.59
Cl -0.01 1.52 6.40
C 1.69 -0.59 6.27
Cl 1.89 -0.43 7.98
O -3.65 0.86 0.48
S -3.50 2.21 1.05
O -2.89 2.04 2.42
O -2.36 2.88 0.27
O -4.69 3.02 1.05
N 0.60 4.38 3.63
C -0.05 3.93 2.55
S 0.80 2.85 1.52
N -1.23 4.42 2.20
C -2.13 5.13 3.02
C -2.92 6.11 2.43
C -3.81 6.84 3.19
C -3.93 6.59 4.56
C -3.18 5.58 5.14
C -2.28 4.84 4.38
H 1.43 3.87 3.90
H 0.13 4.94 4.32
H -1.65 3.98 1.35
H -2.84 6.27 1.36
H -4.41 7.61 2.73
H -4.61 7.17 5.16
H -3.30 5.34 6.18
H -1.76 4.00 4.82
```

Values from the calculation:
total charge: -1
E_HOMO: -5.27 eV
ΔE to the lowest compared entry with this formula, charge and spin: 0.570 eV
molecular weight: 1210.35 Da
HOMO-LUMO gap: 7.473 eV
E_LUMO: 2.202 eV

Atom charges from the Mulliken analysis, given in e for atoms 1 to 6: 1.038 -2.381 0.891 -1.709 1.040 0.443